Record 1
# C20H41F9N2OSi

A 3-piece molecular cluster, C20H41F9N2OSi overall (the ωB97M-V functional and the def2-TZVPD basis, the Open Molecules 2025 dataset).

Last column: Mulliken charge in e.
Atoms and positions in Å:
C 3.201 1.308 4.323  -0.840
C 4.172 1.847 3.272  -0.351
C 3.517 2.538 2.060  -0.825
C 2.198 1.951 1.597  -0.003
O 2.368 0.550 1.306  0.118
Si 1.293 -0.172 0.304  -0.094
C 0.654 -1.882 0.987  0.802
F 0.324 -2.685 -0.088  -0.323
F -0.521 -1.619 1.660  -0.297
C 1.510 -2.739 1.965  0.410
F 0.683 -3.530 2.697  -0.273
F 2.155 -1.901 2.818  -0.230
C 2.562 -3.730 1.359  0.675
F 3.242 -4.240 2.417  -0.300
F 1.927 -4.736 0.722  -0.227
C 3.623 -3.143 0.390  0.557
F 3.075 -2.879 -0.796  -0.222
F 4.116 -1.996 0.869  -0.221
F 4.606 -4.004 0.220  -0.259
H 2.389 2.015 4.515  0.295
H 3.717 1.115 5.266  0.382
H 2.751 0.369 3.992  -0.035
H 4.840 2.574 3.745  0.375
H 4.816 1.041 2.906  0.232
H 4.212 2.504 1.214  0.286
H 3.331 3.595 2.286  0.362
H 1.874 2.493 0.699  0.048
H 1.418 2.077 2.356  0.265
H 0.083 0.664 0.183  -0.225
H 1.841 -0.413 -1.041  -0.105
C -4.797 -6.360 -2.377  -1.426
C -3.943 -6.223 -1.126  -0.344
N -2.879 -5.248 -1.269  0.161
C -1.874 -5.321 -0.223  -0.543
C -2.298 -5.002 1.215  -0.957
C -3.298 -3.911 -1.655  -0.616
C -4.318 -3.192 -0.763  -0.944
H -4.172 -6.552 -3.250  0.335
H -5.492 -7.193 -2.261  0.440
H -5.391 -5.466 -2.570  0.287
H -3.467 -7.186 -0.920  0.445
H -4.603 -6.017 -0.267  0.270
H -1.051 -4.660 -0.502  0.169
H -1.459 -6.334 -0.243  0.384
H -2.473 -3.937 1.364  0.096
H -1.503 -5.296 1.904  0.362
H -3.200 -5.542 1.505  0.376
H -3.708 -3.966 -2.667  0.373
H -2.397 -3.300 -1.740  0.264
H -5.160 -3.837 -0.508  0.253
H -4.721 -2.325 -1.292  0.392
H -3.876 -2.832 0.165  0.233
C -1.173 3.550 -0.871  -1.161
C -1.025 5.061 -0.930  -0.476
N 0.365 5.484 -0.971  0.247
C 0.550 6.901 -0.714  -0.699
C -0.035 7.901 -1.719  -1.009
C 1.162 4.917 -2.046  -0.500
C 0.682 5.128 -3.487  -1.140
H -0.574 3.143 -0.054  0.091
H -2.215 3.279 -0.697  0.502
H -0.862 3.068 -1.798  0.281
H -1.462 5.493 -0.026  0.472
H -1.619 5.446 -1.774  0.262
H 1.623 7.084 -0.612  0.338
H 0.117 7.107 0.269  0.429
H 0.529 7.925 -2.650  0.224
H -0.004 8.906 -1.294  0.411
H -1.076 7.677 -1.955  0.274
H 1.248 3.841 -1.870  0.015
H 2.177 5.309 -1.940  0.518
H -0.382 4.910 -3.595  0.253
H 1.222 4.455 -4.156  0.416
H 0.854 6.144 -3.837  0.265

orbital gap: 0.31390 Ha
HOMO energy: -7.93 eV
largest force on an atom: 0.50 eV Å⁻¹
SMILES: CCCCO[SiH2]C(F)(F)C(F)(F)C(F)(F)C(F)(F)F.CCN(CC)CC.CCN(CC)CC
energy above the lowest of the compared OMol25 structures with the same formula, charge and spin: 0.000 eV

***

Record 2
# C35H43AsLaN8O2PSi

C35H43AsLaN8O2PSi as an isolated structure (the ωB97M-V functional and the def2-TZVPD basis, the Open Molecules 2025 dataset).

Last column: Mulliken charge in e.
Atoms and positions in Å:
La -0.275 0.935 -0.626  2.892
C 4.045 -3.543 -0.998  -0.902
N 2.687 -3.065 -0.703  0.170
C 1.531 -3.823 -0.683  -0.913
C 0.520 -2.914 -0.493  -0.604
N 1.004 -1.644 -0.613  0.464
C 2.335 -1.781 -0.688  -0.216
P 3.511 -0.444 -0.446  -0.622
C 3.075 0.668 -1.806  -0.266
N 1.846 1.118 -2.076  0.801
C 1.929 1.741 -3.339  -0.355
C 3.154 1.701 -3.770  -0.762
N 3.873 0.959 -2.823  0.216
C 5.312 0.580 -3.006  -0.920
C 2.851 0.354 1.034  -0.346
N 1.728 0.951 1.383  0.705
C 1.772 1.182 2.742  -0.971
C 2.962 0.721 3.259  -0.732
N 3.624 0.190 2.201  0.175
C 4.949 -0.425 2.301  -0.793
H 4.755 -2.885 -0.521  0.371
H 4.272 -3.603 -2.084  0.292
H 4.186 -4.524 -0.495  0.333
H 1.631 -4.883 -0.733  0.506
H -0.574 -3.053 -0.441  0.496
H 0.974 2.043 -3.834  -0.160
H 3.626 2.107 -4.655  0.498
H 5.854 0.287 -2.133  0.367
H 5.850 1.474 -3.419  0.333
H 5.370 -0.287 -3.672  0.333
H 1.000 1.723 3.242  0.582
H 3.407 0.735 4.215  0.554
H 4.898 -1.471 1.894  0.276
H 5.347 -0.493 3.298  0.375
H 5.751 0.184 1.871  0.313
C -0.683 4.643 -4.106  -0.497
O 0.082 4.938 -2.924  -0.455
C -0.097 4.137 -1.902  0.325
O -0.716 3.064 -1.924  -0.614
N 0.521 4.552 -0.804  -0.256
N 0.604 3.683 0.342  -0.535
H -0.403 3.665 -4.586  0.153
H -0.333 5.439 -4.752  0.273
H -1.782 4.651 -3.989  0.298
H 0.944 5.481 -0.679  0.258
H 0.228 4.198 1.135  0.335
H 1.564 3.444 0.576  0.303
C -2.749 -0.301 7.198  -0.387
C -1.413 -0.432 7.065  -0.611
C -0.839 -0.703 5.816  -0.667
C -1.678 -0.751 4.717  0.387
C -3.044 -0.464 4.869  -0.064
C -3.597 -0.190 6.100  -0.768
As -0.852 -1.267 3.058  0.440
C -1.683 0.112 1.906  0.258
C -1.555 1.535 1.925  -0.625
C -2.277 2.251 1.034  -0.729
C -3.171 1.681 0.127  -0.765
C -3.355 0.303 0.070  -0.292
C -2.581 -0.484 0.926  1.090
C -2.767 -1.999 1.073  -0.709
C -3.506 -2.851 0.298  -0.121
C -3.636 -4.202 0.673  -0.811
C -2.957 -4.775 1.730  -0.868
C -2.253 -3.891 2.550  -0.533
C -2.115 -2.529 2.188  0.281
H -3.167 -0.328 8.220  0.363
H -0.852 -0.377 7.966  0.402
H 0.160 -0.871 5.701  0.554
H -3.627 -0.195 3.996  0.332
H -4.625 0.055 6.217  0.439
H -0.861 1.910 2.664  0.427
H -2.122 3.318 0.999  0.352
H -3.732 2.335 -0.534  0.408
H -4.091 -0.210 -0.550  0.503
H -4.046 -2.584 -0.597  0.427
H -4.276 -4.805 -0.025  0.336
H -3.088 -5.772 2.121  0.460
H -1.705 -4.253 3.452  0.377
C -0.653 0.149 -4.963  -1.121
Si -1.649 -0.005 -3.297  0.668
C -3.136 1.198 -3.650  -1.185
C -2.261 -1.794 -3.452  -1.156
H -1.362 -0.280 -5.700  0.480
H 0.380 -0.242 -4.887  0.220
H -0.496 1.222 -5.122  0.208
H -3.541 1.006 -4.633  0.497
H -2.874 2.216 -3.594  0.169
H -3.958 1.188 -2.888  0.272
H -2.836 -1.860 -4.373  0.414
H -2.829 -2.258 -2.643  0.237
H -1.438 -2.516 -3.520  0.333

orbital gap: 0.22160 Ha
net charge: +2
HOMO energy: -10.97 eV
largest force on an atom: 4.77 eV Å⁻¹
energy above the lowest of the compared OMol25 structures with the same formula, charge and spin: 0.995 eV

***

Record 3
# C17H22BeBr3F7KMgN3O2P

C17H22BeBr3F7KMgN3O2P as an isolated structure (the ωB97M-V functional and the def2-TZVPD basis, the Open Molecules 2025 dataset).

Last column: Mulliken charge in e.
Atoms and positions in Å:
N -4.599 2.375 2.921  -0.602
C -3.825 1.991 1.717  -0.347
C -3.400 0.469 1.910  -0.672
C -2.030 0.112 1.185  0.573
C -2.196 -0.491 -0.186  -0.785
C -1.039 -0.882 -1.009  -0.679
C 0.394 -0.637 -0.434  -0.533
C 0.493 -0.006 1.015  0.439
C 1.936 0.295 1.733  -0.680
C 3.187 -0.243 0.819  -0.097
O 3.491 -1.379 0.793  -0.289
C 3.959 0.936 -0.061  0.691
C 3.535 1.265 -1.542  -0.291
C 4.224 2.321 -2.222  -0.738
C 5.284 3.083 -1.560  -0.518
C 5.675 2.738 -0.191  -0.414
C 5.013 1.662 0.574  -0.488
N -0.620 0.324 1.718  0.035
H -4.052 2.182 3.762  0.211
H -4.799 3.378 2.916  0.279
H -4.562 2.029 0.870  0.254
H -2.949 2.670 1.540  0.268
H -4.201 -0.142 1.410  0.470
H -3.383 0.177 2.967  0.483
H -3.240 -0.630 -0.553  0.501
H -1.129 -1.365 -2.036  0.442
H 1.289 -0.928 -1.114  0.334
H 2.016 1.418 1.831  0.500
H 2.005 -0.120 2.774  0.570
H 2.700 0.685 -2.084  0.484
H 3.899 2.567 -3.257  0.398
H 5.788 3.921 -2.094  0.383
H 6.473 3.322 0.315  0.366
H 5.378 1.479 1.608  0.389
H -0.535 0.777 2.706  0.173
C -2.432 -1.005 -5.721  -0.854
C -2.374 -1.786 -4.503  0.573
N -2.327 -2.403 -3.529  -0.605
H -3.402 -1.167 -6.262  0.350
H -2.338 0.070 -5.515  0.252
H -1.630 -1.274 -6.409  0.240
Br -1.371 -0.357 3.616  -0.216
K 1.189 1.380 -0.948  0.999
Br -0.552 0.859 5.503  -0.049
Be -0.458 -2.832 4.559  0.640
Br 0.185 -1.556 6.836  -0.411
O -4.869 5.297 1.289  -0.634
H -4.798 6.258 1.259  0.310
H -5.689 5.109 0.819  0.326
F -3.990 -2.510 -6.291  -0.704
F 1.850 -3.580 -0.258  -0.240
P 2.352 -4.974 -0.952  0.891
F 1.813 -6.363 -1.588  -0.320
F 3.660 -4.836 0.004  -0.322
F 1.634 -5.713 0.325  -0.373
F 3.587 -5.090 -1.998  -0.321
F 1.541 -4.223 -2.151  -0.328
Mg -1.725 -4.772 3.000  0.684

orbital gap: 0.05241 Ha
net charge: +1
HOMO energy: -8.42 eV
largest force on an atom: 10.69 eV Å⁻¹

***

| no. | E_tot (eV) |
| --- | --- |
| 1 | -58768.1160 |
| 2 | -131861.9379 |
| 3 | -287138.9048 |